(1)
Molecular formula: C3H4NO3
Method: DFT, the ωB97M-V functional and the def2-TZVPD basis

- Total charge: +1
- ΔE to the lowest compared entry with this formula, charge and spin: 0.005 eV
- E_HOMO: -15.100 eV
- F_max: 5.2 eV/A
- Calculated total energy: -10800.0404 eV

Last column: Löwdin charge in e.
Cartesian coordinates (Å):
O 2.076 -0.429 1.445  0.30
O -0.786 -1.984 1.448  0.24
O -1.976 -0.242 0.493  0.20
N 0.053 1.087 -0.794  0.20
C -1.411 -1.096 1.032  -0.41
C 0.681 -0.187 -0.571  -0.10
C 1.431 -0.262 0.505  -0.13
H 0.093 1.698 -0.051  0.14
H 0.581 1.604 -1.604  0.24
H 0.165 -1.141 -0.876  0.17
H -0.907 0.953 -1.028  0.14

***

(2)
Molecular formula: C26H22F3MoN10O5Sb
Method: DFT, the ωB97M-V functional and the def2-TZVPD basis

- ΔE to the lowest compared entry with this formula, charge and spin: 3.630 eV
- E_HOMO (alpha / beta): -8.489 / -9.128 eV
- F_max: 0.5 eV/A
- Calculated total energy: -68999.6792 eV
- Spin multiplicity: 3
- ⟨S²⟩: 2.03

Last column: Löwdin spin population.
Cartesian coordinates (Å):
Sb -0.499 -1.082 2.645  0.02
Mo -0.191 0.430 0.270  1.77
F -0.192 -7.295 2.278  0.00
F 1.968 -0.092 8.289  0.00
F -6.466 -0.490 4.284  0.00
O -1.707 -0.911 -0.483  0.05
O 1.577 1.472 0.456  0.07
O 2.551 -1.150 2.018  0.01
O -1.240 0.060 -2.623  -0.01
O 3.695 1.551 -0.254  0.02
N -1.049 1.992 1.459  0.01
N -2.455 3.200 -2.202  0.00
N 1.339 -1.007 -0.714  0.00
N -1.649 3.796 -0.019  0.01
N -1.485 3.960 2.347  0.00
N -1.093 1.811 -1.147  0.01
N -0.912 1.926 2.808  0.00
N -1.565 1.317 -2.284  0.00
N -1.173 3.065 3.315  0.02
N -2.343 2.085 -2.930  0.02
C 0.389 -0.738 4.550  0.00
C 2.573 1.108 -0.310  0.01
C -0.255 -5.952 2.367  0.00
C 3.203 -1.637 0.853  0.00
C -4.267 -1.055 4.874  0.00
C 1.374 -1.579 5.061  0.00
C -2.939 -1.186 4.500  0.00
C -0.823 -0.634 -1.393  -0.04
C -3.474 -0.467 2.272  0.00
C -5.173 -0.626 3.926  0.00
C 0.469 0.549 6.598  0.00
C -2.529 -0.890 3.203  0.00
C -4.809 -0.331 2.627  0.00
C -0.392 -3.195 2.543  0.00
C 1.450 -0.302 7.063  0.00
C -1.718 2.989 -1.105  0.01
C 1.917 -1.367 6.320  0.00
C -1.546 -3.970 2.621  0.00
C 2.194 0.029 -1.334  0.01
C -0.057 0.323 5.335  0.00
C 0.833 -3.842 2.370  0.00
C 0.330 -1.556 -1.669  0.00
C -1.485 -5.354 2.534  0.00
C 0.916 -5.225 2.284  0.00
C 2.158 -2.093 -0.147  0.00
C -1.388 3.264 1.241  0.01
H 1.482 -2.816 0.308  0.00
H -2.374 -5.966 2.591  0.00
H 1.749 -3.274 2.313  0.00
H 3.822 -2.509 1.095  0.00
H 0.072 -2.575 -1.375  0.00
H -5.555 -0.003 1.919  0.00
H -2.221 -1.510 5.245  0.00
H 1.737 -2.422 4.492  0.00
H -2.120 4.686 -0.058  0.00
H 0.132 1.371 7.212  0.00
H 2.681 -2.013 6.727  0.00
H 3.037 -0.409 2.402  0.00
H 1.860 -5.735 2.158  0.00
H -2.514 -3.502 2.751  0.00
H 3.863 -0.882 0.425  0.00
H 2.667 -2.596 -0.982  0.00
H 0.695 -1.551 -2.698  0.00
H 3.091 -0.414 -1.778  0.00
H -4.601 -1.273 5.878  0.00
H -3.181 -0.248 1.252  0.00
H -0.820 0.996 4.969  0.00
H 1.616 0.513 -2.128  0.00

***

(3)
Molecular formula: C26H41BaClN5O8P2S
Method: DFT, the ωB97M-V functional and the def2-TZVPD basis

- Total charge: +1
- ΔE to the lowest compared entry with this formula, charge and spin: 0.173 eV
- E_HOMO: -11.471 eV
- F_max: 0.9 eV/A
- Calculated total energy: -94074.5751 eV

Last column: Löwdin charge in e.
Cartesian coordinates (Å):
Ba -0.878 -0.974 -1.708  1.74
Cl -2.911 -2.961 -2.529  0.60
S 1.372 -6.888 2.248  0.65
P 1.016 2.016 -0.841  0.94
P -2.243 2.243 -2.059  0.93
O -1.632 -3.648 -2.367  -0.44
O -3.161 -2.267 -1.259  -0.52
O -3.956 -3.821 -2.893  -0.22
O 0.485 -8.013 2.158  -0.29
O -2.676 -1.896 -3.511  -0.49
O 0.849 -5.591 2.613  -0.29
O 2.293 -2.536 3.553  0.12
O 3.605 -4.135 2.943  0.08
N 2.695 -3.348 2.752  -0.33
N -1.833 4.878 -1.673  0.14
N 2.242 -4.226 0.435  0.06
N 0.782 4.694 -0.756  0.13
N 0.831 -2.661 -0.257  -0.04
C -4.629 1.068 -1.476  -0.10
C 1.354 1.899 0.998  -0.73
C 2.055 -3.331 1.468  -0.15
C -1.257 3.710 -1.513  -0.40
C 2.624 2.541 -1.538  -0.27
C -1.041 8.384 -1.169  -0.05
C 2.201 -7.336 4.777  -0.10
C 2.522 0.916 1.146  -0.11
C 0.188 5.900 -0.888  -0.20
C -3.793 2.267 -1.013  -0.74
C -4.634 3.538 -1.129  -0.09
C -1.750 7.266 -1.488  0.00
C 0.090 1.334 1.646  -0.11
C 0.090 3.615 -1.035  -0.40
C 2.130 -6.717 0.632  -0.19
C 2.713 -7.294 3.342  -0.29
C 1.472 -3.782 -0.583  -0.32
C -2.797 2.849 -3.692  -0.26
C 3.001 -5.482 0.426  -0.11
C 1.187 -2.387 1.037  -0.06
C 0.299 8.291 -0.707  -0.05
C 0.907 7.080 -0.572  0.00
C -3.375 2.064 0.443  -0.10
C 1.346 -4.484 -1.887  0.01
C -1.143 5.994 -1.348  -0.20
C 1.719 3.208 1.696  -0.09
H -2.795 2.913 0.813  0.08
H 1.098 -3.773 -2.670  0.08
H 1.280 -6.743 -0.053  0.11
H 3.497 -5.555 -0.541  0.13
H 1.413 -8.079 4.885  0.08
H -3.227 3.845 -3.616  0.04
H -4.088 0.120 -1.408  0.04
H 2.719 -7.619 0.460  0.12
H 3.090 -8.262 3.012  0.11
H 1.814 -6.363 5.072  0.08
H 3.469 1.390 0.890  0.08
H 2.562 3.706 1.218  0.07
H 0.885 3.908 1.717  0.08
H -0.205 0.377 1.202  0.03
H 3.020 -7.599 5.443  0.08
H -3.525 2.152 -4.108  0.04
H 1.999 2.986 2.729  0.09
H -2.769 7.315 -1.846  0.12
H -4.923 3.746 -2.158  0.08
H 3.032 3.393 -0.998  0.04
H -4.973 1.186 -2.505  0.08
H -4.262 1.969 1.071  0.10
H 3.479 -6.529 3.216  0.08
H 0.814 -1.555 1.602  0.10
H -1.940 2.886 -4.365  0.04
H -5.552 3.404 -0.551  0.09
H -2.781 1.154 0.575  0.06
H -1.496 9.360 -1.268  0.11
H 3.322 1.706 -1.512  0.04
H 2.264 -4.999 -2.164  0.09
H -5.514 0.978 -0.843  0.10
H 2.408 0.034 0.511  0.06
H -0.752 2.020 1.543  0.06
H 2.476 2.829 -2.579  0.05
H 1.927 6.985 -0.223  0.12
H 0.837 9.197 -0.463  0.11
H 0.531 -5.208 -1.851  0.10
H 3.770 -5.402 1.184  0.11
H 0.253 1.163 2.713  0.10
H -4.110 4.409 -0.742  0.07
H 2.592 0.578 2.183  0.09